No. 1
This record from the Open Molecules 2025 dataset describes a 2-piece molecular cluster, CF2N2 overall at a distorted geometry. The level of theory is ωB97M-V with the def2-TZVPD basis set.

Calculated values
Highest occupied orbital energy, eV: -10.40
Lowest unoccupied orbital energy, eV: 0.105
Strongest force on any atom, eV/A: 2.90
Charge: 0

The geometry in XYZ format:
```
5
Properties=species:S:1:pos:R:3:forces:R:3:nbo_charge:R:1
C -0.854427 -0.113032 -0.485700 -0.6 1.7 -2.1 0.642
N 1.199268 -0.234914 0.099300 2.7 0.6 0.7 -0.027
N 2.126209 0.357745 0.059933 -1.3 -0.8 -0.1 0.052
F -1.409921 -1.055837 0.158095 -0.5 -0.2 1.3 -0.310
F -1.061131 1.046039 0.168372 -0.2 -1.3 0.2 -0.357
```
Forces are in eV/Å.

=====

No. 2
This record from the Open Molecules 2025 dataset describes a 2-piece molecular cluster, CF2N5 overall at a distorted geometry. The level of theory is ωB97M-V with the def2-TZVPD basis set.

Calculated values
Highest occupied orbital energy (alpha / beta), eV: -4.50 / -4.50
Lowest unoccupied orbital energy (alpha / beta), eV: 0.977 / 0.977
Strongest force on any atom, eV/A: 1.89
Charge: -1

The geometry in XYZ format:
```
8
Properties=species:S:1:pos:R:3:forces:R:3:nbo_charge:R:1
C 0.105769 0.143545 0.225952 0.0 0.4 -0.5 0.261
N -0.588714 0.645344 -0.864866 0.0 0.3 -0.7 -0.179
N -0.725237 -0.758418 0.876917 -0.1 -0.4 0.4 -0.142
N -1.713849 0.073236 -0.855662 0.5 1.3 -1.2 -0.061
N -1.796947 -0.785797 0.209367 0.3 -1.0 1.5 -0.075
N 1.271724 0.447235 0.694424 0.6 -0.3 0.0 0.233
F 1.915771 1.433056 -0.013823 -0.9 -0.8 0.1 -0.192
F 2.554277 -1.605203 -0.525661 -0.4 0.6 0.3 -0.845
```
Forces are in eV/Å.

=====

No. 3
This record from the Open Molecules 2025 dataset describes a 2-piece molecular cluster, CF2NPS overall at a distorted geometry. The level of theory is ωB97M-V with the def2-TZVPD basis set.

Calculated values
Highest occupied orbital energy (alpha / beta), eV: -10.84 / -10.84
Lowest unoccupied orbital energy (alpha / beta), eV: -5.081 / -5.081
Strongest force on any atom, eV/A: 2.32
Charge: 0

The geometry in XYZ format:
```
6
Properties=species:S:1:pos:R:3:forces:R:3:nbo_charge:R:1
C -0.756764 0.926321 0.230263 0.9 -1.3 0.0 -0.147
N -1.616134 1.644833 0.455156 -0.6 0.5 0.2 -0.125
F 0.594134 -0.076093 -1.713533 -0.3 -0.8 2.2 -0.511
F -1.143979 -2.620660 0.490829 1.4 1.8 -0.5 -0.549
P 0.595967 -0.182850 -0.102621 0.6 0.7 -1.4 1.473
S 2.326778 0.308447 0.639907 -2.0 -1.0 -0.4 -0.141
```
Forces are in eV/Å.